ORCA calculation (wB97M-V/def2-TZVPD) on a molecular structure, C5H12MgO3Yb.

CARTESIAN COORDINATES (ANGSTROEM)
1 O -0.774 -2.272 0.652
2 Mg -1.390 -3.678 -0.654
3 C 3.248 1.365 0.822
4 O 1.882 1.029 0.749
5 C 0.930 2.079 1.127
6 C -0.440 1.572 0.788
7 C -0.882 1.865 -0.615
8 O -0.453 0.735 -1.444
9 C -0.842 0.757 -2.798
10 Yb 0.489 -0.543 0.089
11 H 3.823 0.469 0.566
12 H 3.479 2.170 0.107
13 H 3.506 1.695 1.841
14 H 1.246 2.979 0.566
15 H 1.061 2.267 2.204
16 H -1.194 1.774 1.551
17 H -1.265 -2.153 1.534
18 H -0.436 2.758 -1.092
19 H -1.979 1.932 -0.684
20 H -0.758 -0.267 -3.181
21 H -1.900 1.038 -2.913
22 H -0.229 1.494 -3.340

Properties
* frontier orbital gap: 0.182 hartree
* relative energy (zero: lowest compared OMol25 entry of this formula, charge and spin): 0.0 kcal/mol

ORCA calculation (wB97M-V/def2-TZVPD) on a gas-phase ion, C5H12N (charge +1).

CARTESIAN COORDINATES (ANGSTROEM)
1 C -0.162 0.069 -1.817
2 C 0.507 0.631 -0.578
3 N -0.512 1.124 0.440
4 C -0.895 -0.069 1.295
5 C 0.113 -1.155 0.910
6 C 1.273 -0.404 0.245
7 H -0.146 -1.014 -1.848
8 H 0.309 0.363 -2.754
9 H -1.232 0.264 -1.881
10 H 1.101 1.493 -0.887
11 H -1.293 1.547 -0.059
12 H -0.069 1.879 0.958
13 H -0.787 0.160 2.342
14 H -1.945 -0.274 1.096
15 H 0.367 -1.803 1.749
16 H -0.349 -1.872 0.221
17 H 1.854 -1.025 -0.424
18 H 1.867 0.086 0.992

Properties
* frontier orbital gap: 0.478 hartree
* charge: +1
* relative energy (zero: lowest compared OMol25 entry of this formula, charge and spin): 5.4 kcal/mol
* structure (SMILES): C[C@@H]1CCC[NH2+]1

Question: Among the records above, which one has the lowest frontier orbital gap?
Answer: C5H12MgO3Yb

Question: The highest relative energy (zero: lowest compared OMol25 entry of this formula, charge and spin) belongs to which entry?
Answer: C5H12N

Question: Which value of frontier orbital gap does entry 1 give?
Answer: 0.182 hartree